1:
# H4OP2S

One molecule with the formula H4OP2S (ωB97M-V with the def2-TZVPD basis set, the OMol25 dataset).

Structure (XYZ):
```
8
H4OP2S | the OMol25 dataset | ωB97M-V with the def2-TZVPD basis set
S -3.049 0.102 -0.090
P -1.107 0.358 -0.004
P 1.564 -1.226 -0.084
O -0.162 -1.013 -0.017
H -0.439 1.169 -0.859
H 2.033 -0.043 -0.974
H -0.867 1.085 1.098
H 2.027 -0.432 0.929
```

Results
- SMILES string = PO[PH2]=S

Löwdin population analysis, charges in e, atoms 1 to 6: S 0.124; P 0.226; P 0.787; O -0.803; H -0.045; H -0.067

2:
# H4OP2S

One molecule with the formula H4OP2S (ωB97M-V with the def2-TZVPD basis set, the OMol25 dataset).

Structure (XYZ):
```
8
H4OP2S | the OMol25 dataset | ωB97M-V with the def2-TZVPD basis set
S 0.557 -2.377 -1.535
P -0.688 0.496 1.871
P 0.388 -0.622 -0.926
O -0.060 -0.532 0.595
H -1.556 1.002 0.957
H 1.632 0.103 -0.923
H 0.209 1.608 1.599
H -0.483 0.321 -1.638
```

Results
- SMILES string = PO[PH2]=S

Löwdin population analysis, charges in e, atoms 1 to 6: S 0.192; P 0.847; P 0.066; O -0.845; H -0.144; H -0.016

The computed energies, referenced to the most stable structure and given in eV, are 1 0.155; 2 0.000.

1:
# C4H10S2

One molecule with the formula C4H10S2 (ωB97M-V with the def2-TZVPD basis set, the OMol25 dataset).

Structure (XYZ):
```
16
C4H10S2 | the OMol25 dataset | ωB97M-V with the def2-TZVPD basis set
S -1.118 -1.704 0.443
S 2.391 -1.028 -0.500
C 1.062 0.589 1.328
C 0.897 0.113 -0.117
C -1.471 0.734 -0.722
C -0.433 -0.342 -0.662
H 1.962 -1.925 0.373
H -2.351 0.396 -1.346
H 1.934 1.279 1.397
H 1.241 0.929 -0.806
H -1.200 1.642 -1.292
H -0.359 -0.861 -1.647
H -2.014 -2.106 -0.425
H 1.024 -0.109 2.176
H 0.209 1.262 1.503
H -1.773 1.130 0.297
```

Results
- SMILES string = C[C@H](S)[C@@H](C)S

Löwdin population analysis, charges in e, atoms 1 to 6: S 0.720; S 0.690; C -0.155; C -0.716; C -0.177; C -0.717

2:
# C4H10S2

A 2-piece molecular cluster, C4H10S2 overall (ωB97M-V with the def2-TZVPD basis set, the OMol25 dataset).

Structure (XYZ):
```
16
C4H10S2 | the OMol25 dataset | ωB97M-V with the def2-TZVPD basis set
S 0.532 -1.588 -2.329
S -0.153 0.333 -2.638
C 0.196 0.611 1.517
C 1.288 1.240 -1.965
C -1.462 -1.269 1.964
C -0.975 0.183 1.965
H 1.310 1.192 -0.887
H -1.571 -1.483 0.909
H -2.442 -1.317 2.423
H 0.370 1.675 1.408
H 1.039 -1.734 -3.563
H -0.767 -1.854 2.551
H 2.163 0.843 -2.449
H 1.155 2.262 -2.327
H -1.756 0.918 2.044
H 1.074 -0.013 1.376
```

Results
- SMILES string = C=CC.CSS

Löwdin population analysis, charges in e, atoms 1 to 6: S 0.282; S 0.338; C -0.048; C -0.474; C -0.092; C -0.230

The computed energies, referenced to the most stable structure and given in eV, are 1 0.000; 2 0.549.

1:
# C21H26O2

One molecule with the formula C21H26O2 (ωB97M-V with the def2-TZVPD basis set, the OMol25 dataset).

Structure (XYZ):
```
49
C21H26O2 | the OMol25 dataset | ωB97M-V with the def2-TZVPD basis set
O -4.246 4.559 -2.340
O -4.046 3.620 -4.352
C -1.538 0.395 -1.505
C -0.755 -0.725 -0.969
C -3.823 3.661 -3.026
C -1.837 0.466 -2.866
C 0.352 -1.218 -1.657
C -2.732 2.460 -1.166
C 2.896 -3.502 1.230
C 4.540 0.274 4.148
C -0.371 -2.382 0.740
C 1.090 -2.266 -1.145
C -1.997 1.409 -0.663
C -2.576 1.513 -3.375
C 1.570 -3.982 0.621
C 2.649 -1.096 2.050
C 0.744 -2.862 0.063
C 3.121 -0.216 4.431
C -1.106 -1.325 0.239
C -3.030 2.521 -2.527
C 5.367 0.363 5.424
C 2.719 -2.574 2.437
C 2.210 -0.192 3.203
H 3.484 -2.991 0.465
H 5.433 -0.610 5.905
H -1.755 1.375 0.389
H 1.934 -0.970 1.236
H -4.570 4.393 -4.614
H -2.810 1.558 -4.427
H 1.799 -4.692 -0.178
H 5.033 -0.407 3.452
H 2.149 0.834 2.832
H 4.493 1.258 3.675
H 1.204 -0.489 3.512
H 1.809 -2.850 2.975
H -1.502 -0.323 -3.524
H 4.913 1.060 6.126
H 3.624 -0.775 1.679
H 6.376 0.706 5.205
H 0.649 -0.757 -2.588
H -0.666 -2.839 1.674
H 1.951 -2.629 -1.689
H 1.001 -4.511 1.389
H 3.455 -4.389 1.538
H -1.976 -0.975 0.775
H 3.559 -2.720 3.117
H -3.088 3.251 -0.523
H 2.678 0.427 5.196
H 3.162 -1.226 4.842
```

Results
- SMILES string = CCCCCCCCc1ccc(-c2ccc(C(=O)O)cc2)cc1

Löwdin population analysis, charges in e, atoms 1 to 6: O 0.104; O 0.102; C -0.173; C -0.187; C -0.490; C -0.015

2:
# C21H26O2

C21H26O2 as an isolated structure (ωB97M-V with the def2-TZVPD basis set, the OMol25 dataset).

Structure (XYZ):
```
49
C21H26O2 | the OMol25 dataset | ωB97M-V with the def2-TZVPD basis set
O 6.338 2.911 0.047
O 5.674 4.404 1.779
C -3.457 -1.900 -0.593
C 3.158 3.261 1.933
C 1.030 -0.668 -3.052
C 0.438 0.575 1.432
C 2.040 2.412 2.096
C -1.914 0.802 1.571
C 1.618 1.305 1.224
C -0.916 1.485 1.683
C 2.825 0.721 0.550
C -2.848 -0.716 -1.411
C 0.306 -0.637 1.513
C 0.320 -1.485 -1.967
C -1.922 -0.738 1.561
C -4.096 -1.365 0.722
C -0.756 -1.461 1.757
C -3.420 -1.405 1.844
C -2.067 -1.476 -2.711
C 3.956 1.424 0.302
C 4.334 2.572 1.104
C -0.847 -2.358 -2.502
C 5.366 3.383 1.100
H -4.127 -2.572 -1.269
H 4.590 1.086 -0.320
H 1.167 3.012 2.735
H 0.233 -0.662 -1.197
H -2.729 -2.287 -3.115
H 2.454 0.098 -0.318
H -0.772 2.388 1.487
H -0.958 -2.940 -1.442
H -2.947 1.328 1.840
H 1.318 -1.352 1.611
H -3.359 -0.123 -1.874
H 3.361 4.065 2.402
H 1.295 -1.163 -4.045
H 1.827 -0.079 -2.634
H 0.170 0.101 -3.312
H -0.939 -2.499 1.867
H -1.789 -0.447 -0.910
H 6.436 4.768 1.592
H -3.146 -2.569 1.876
H -2.924 -2.594 -0.462
H 1.074 -2.129 -1.541
H -4.465 -0.164 0.256
H -5.120 -1.745 0.644
H -0.360 -2.811 -3.196
H -1.499 -0.819 -3.352
H -3.947 -0.938 2.694
```

Löwdin population analysis, charges in e, atoms 1 to 6: O -0.151; O 0.231; C -0.177; C 0.090; C -0.122; C -0.202

The computed energies, referenced to the most stable structure and given in eV, are 1 0.000; 2 18.750.

1:
# C4H10ClNSi

A 2-piece molecular cluster, C4H10ClNSi overall (ωB97M-V with the def2-TZVPD basis set, the OMol25 dataset).

Structure (XYZ):
```
17
C4H10ClNSi | the OMol25 dataset | ωB97M-V with the def2-TZVPD basis set
Cl 2.866 2.047 -0.275
Si 1.796 0.550 0.540
N -0.574 -0.404 -1.054
C 3.849 -1.346 0.362
C 2.541 -1.163 0.729
C -1.872 1.248 0.306
C -1.559 -0.203 -0.133
H -0.673 0.213 -1.999
H 4.212 -2.365 0.416
H -1.302 -0.763 0.734
H -2.453 -0.638 -0.484
H -1.114 1.451 1.098
H -2.915 1.241 0.795
H 4.587 -0.633 0.371
H 0.994 0.811 1.746
H -1.760 1.972 -0.515
H 1.949 -2.076 0.805
```

Löwdin population analysis, charges in e, atoms 1 to 6: Cl 0.272; Si 0.306; N -0.022; C -0.077; C -0.324; C -0.117

2:
# C4H10ClNSi

A 2-piece molecular cluster, C4H10ClNSi overall (ωB97M-V with the def2-TZVPD basis set, the OMol25 dataset).

Structure (XYZ):
```
17
C4H10ClNSi | the OMol25 dataset | ωB97M-V with the def2-TZVPD basis set
Cl -1.583 0.851 -2.536
Si -0.230 0.334 -1.130
N -1.465 -1.898 0.308
C -0.053 1.637 0.217
C -1.170 -1.671 1.689
C 0.311 2.886 -0.037
C 1.385 -0.280 -1.913
H 1.210 -1.148 -2.541
H 1.825 0.497 -2.537
H -0.109 -1.494 1.920
H -0.843 -2.619 -0.057
H 0.549 3.219 -1.036
H -0.281 1.353 1.235
H -1.750 -0.814 2.036
H -1.479 -2.543 2.282
H 0.388 3.633 0.739
H 2.116 -0.555 -1.158
```

Löwdin population analysis, charges in e, atoms 1 to 6: Cl 0.321; Si 0.331; N -0.099; C -0.297; C -0.325; C -0.065

The computed energies, referenced to the most stable structure and given in eV, are 1 1.543; 2 0.000.

1:
# C5H10NOS

An isolated ion of composition C5H10NOS and charge +1 (ωB97M-V with the def2-TZVPD basis set, the OMol25 dataset).

Structure (XYZ):
```
18
C5H10NOS | the OMol25 dataset | ωB97M-V with the def2-TZVPD basis set
S -1.002 -1.416 1.311
O 2.150 -0.020 -0.284
N 0.219 -1.068 0.219
C 1.154 -0.102 0.310
C -1.051 1.272 -0.614
C 0.608 -1.990 -0.886
C -0.243 1.864 0.433
C 0.650 1.113 1.226
H 0.170 -1.509 -1.794
H -1.970 -1.230 0.488
H 0.145 0.340 1.915
H 0.080 -2.957 -0.752
H -0.279 2.935 0.510
H -0.392 0.958 -1.374
H -1.397 0.160 -0.366
H 1.304 1.649 1.821
H 1.607 -1.965 -1.054
H -1.754 1.967 -1.109
```

Results
- net charge = +1

Löwdin population analysis, charges in e, atoms 1 to 6: S 1.004; O 0.200; N -0.511; C -0.548; C -0.023; C -0.012

2:
# C5H10NOS

An isolated ion of composition C5H10NOS and charge +1 (ωB97M-V with the def2-TZVPD basis set, the OMol25 dataset).

Structure (XYZ):
```
18
C5H10NOS | the OMol25 dataset | ωB97M-V with the def2-TZVPD basis set
S -0.139 -1.077 1.587
O 2.683 -0.507 1.735
N 1.762 0.983 0.120
C -1.194 -0.166 0.810
C -3.258 0.056 -0.569
C 1.088 -1.367 0.264
C -2.073 0.544 0.194
C 2.236 -0.346 0.414
H -1.939 1.625 0.196
H 1.525 1.482 0.971
H -3.313 -1.028 -0.580
H -3.198 0.432 -1.588
H 3.005 -0.635 -0.319
H -4.163 0.461 -0.119
H 3.557 -0.120 1.862
H 2.423 1.537 -0.409
H 0.601 -1.281 -0.703
H 1.480 -2.370 0.429
```

Results
- net charge = +1

Löwdin population analysis, charges in e, atoms 1 to 6: S 1.189; O -0.038; N 0.071; C -0.334; C -0.038; C -0.310

The computed energies, referenced to the most stable structure and given in eV, are 1 2.059; 2 0.000.